Computed, not measured: a structure of composition C36H33NOPTi, with ωB97M-V/def2-TZVPD.

The geometry in XYZ format:
```
73
Properties=species:S:1:pos:R:3:forces:R:3:lowdin_charge:R:1
C 0.6313 1.6204 0.9896 1.9 1.1 0.1 -0.208
C 1.2478 0.4450 1.5399 1.9 0.6 0.5 -0.238
C 2.5637 0.2939 0.9704 -1.2 1.5 -0.4 -0.129
H 0.7823 -0.2137 2.2790 0.2 0.4 -0.5 0.058
C 2.7679 1.3931 0.0693 -0.5 0.0 0.3 -0.146
C 1.5892 2.2197 0.0596 0.2 -0.9 1.5 -0.146
H 1.4826 3.1801 -0.4292 0.0 -0.3 -0.2 0.110
H -0.3291 2.0269 1.2854 0.3 -0.3 -0.2 0.082
H 3.2625 -0.5014 1.1915 -0.1 0.0 -0.1 0.101
H 3.7008 1.6244 -0.4306 -0.2 -0.2 -0.3 0.101
C -0.1855 -1.3532 -2.0507 -0.8 1.1 0.1 -0.135
C -1.1323 -0.6569 -1.2123 -0.7 0.3 -1.8 -0.172
C -1.0685 0.7556 -1.5494 -0.5 -1.2 -1.0 -0.177
H -1.8737 -1.0889 -0.5448 0.6 0.1 0.0 0.089
C -0.0920 0.9028 -2.5968 -0.5 -0.4 0.1 -0.155
C 0.4358 -0.3880 -2.9020 -0.1 0.1 0.2 -0.144
H 1.1453 -0.5998 -3.7026 -0.1 0.1 0.5 0.113
H -0.0138 -2.4258 -2.0733 0.1 0.3 0.1 0.114
H -1.7614 1.5182 -1.2103 0.3 -0.2 0.2 0.105
H 0.0998 1.8246 -3.1430 0.2 -0.3 0.3 0.118
Ti 0.8010 0.1935 -0.5998 0.4 -1.1 1.0 1.001
O 4.4875 -0.6349 -2.4803 1.4 0.0 -0.2 -0.085
C 5.2858 -1.5470 -1.7258 0.8 1.3 -0.7 -0.099
C 5.9538 -0.4401 -2.5450 -1.5 -1.2 1.5 -0.199
H 5.2327 -1.4040 -0.6443 0.0 -0.2 -0.2 0.102
H 5.3840 -2.5695 -2.1074 -0.2 0.3 0.1 0.116
H 6.3224 0.4103 -1.9589 -0.3 -0.2 -0.4 0.143
H 8.4287 0.3495 -3.2409 -0.1 -0.2 -0.4 0.113
C 7.9786 -0.2844 -4.0138 -0.9 -0.2 0.4 -0.039
C 6.6638 -0.7683 -3.7954 0.4 -0.4 -1.1 -0.182
C 6.0787 -1.6127 -4.7682 0.7 0.6 0.3 -0.023
H 5.0783 -2.0002 -4.6043 0.1 0.1 -0.1 0.111
C 6.7898 -1.9258 -5.9315 -0.2 0.0 0.3 -0.082
H 6.3125 -2.5605 -6.6750 0.2 0.1 0.1 0.103
C 8.0811 -1.4460 -6.1308 0.0 0.2 0.5 -0.091
H 8.6284 -1.7103 -7.0242 0.0 0.0 -0.1 0.098
C 8.6803 -0.6325 -5.1612 -0.1 -0.1 -0.1 -0.087
H 9.7000 -0.2698 -5.2926 -0.3 -0.1 0.0 0.104
N -1.0035 -0.3601 1.8532 -3.2 1.5 0.7 -0.298
P -2.5482 -0.0270 2.2098 5.1 -1.1 -1.9 0.742
C -3.3280 1.0653 0.9566 -1.2 0.0 0.6 -0.298
C -4.3254 0.6191 0.0817 -0.1 0.2 -0.2 -0.089
C -5.0014 1.5315 -0.7366 0.1 0.2 -0.2 -0.088
C -4.7174 2.8958 -0.6764 0.1 -0.1 -0.1 -0.095
C -3.7449 3.3485 0.2177 0.2 0.0 -0.1 -0.090
C -3.0626 2.4472 1.0299 -0.2 0.0 -0.1 -0.107
C -3.2279 -1.6853 2.2280 -1.4 -0.8 0.2 -0.298
C -4.5308 -2.0189 2.6060 0.2 -0.7 -0.2 -0.086
C -4.9432 -3.3562 2.5673 -0.2 -0.1 0.1 -0.095
C -4.0685 -4.3770 2.1864 0.1 0.4 -0.1 -0.095
C -2.7562 -4.0435 1.8322 -0.4 0.2 0.2 -0.088
C -2.3407 -2.7136 1.8652 -0.2 -0.5 -0.1 -0.103
C -3.0675 0.8596 3.7031 -0.4 0.4 0.5 -0.294
C -2.1284 1.4119 4.5864 -0.1 0.0 -0.1 -0.079
C -2.5447 2.3013 5.5827 -0.4 0.0 0.0 -0.088
C -3.9017 2.6294 5.7112 0.1 0.0 -0.1 -0.092
C -4.8395 2.0745 4.8333 0.0 -0.1 0.0 -0.085
C -4.4280 1.1847 3.8404 0.3 0.4 0.4 -0.096
H -4.6295 -0.4341 0.0430 0.3 0.4 0.1 0.109
H -5.7542 1.1807 -1.4386 0.1 0.0 0.2 0.100
H -5.2343 3.6098 -1.3263 0.1 -0.3 0.3 0.103
H -3.5146 4.4144 0.2824 -0.1 -0.3 0.0 0.104
H -2.3820 2.8587 1.7798 -0.1 -0.3 -0.2 0.108
H -5.2163 -1.2451 2.9411 0.0 -0.2 -0.1 0.084
H -5.9671 -3.6060 2.8440 0.2 0.0 0.0 0.097
H -4.3985 -5.4169 2.1597 0.0 0.3 0.0 0.099
H -2.0471 -4.8110 1.5300 -0.1 0.1 0.1 0.097
H -1.3066 -2.4749 1.6245 -0.4 0.3 0.1 0.074
H -1.0647 1.1716 4.4655 -0.5 0.0 -0.1 0.105
H -1.8186 2.7665 6.2522 -0.2 -0.2 -0.2 0.100
H -4.2379 3.3370 6.4803 0.2 -0.3 -0.3 0.103
H -5.8968 2.3468 4.9055 0.4 -0.1 0.0 0.103
H -5.1634 0.7911 3.1381 0.2 0.2 0.1 0.096
```
Positions in Å, forces in eV/Å.

Calculated values
Highest occupied orbital energy (alpha / beta), eV: -6.0 / -6.0
<S²>: 0.757
Lowest unoccupied orbital energy (alpha / beta), eV: -0.12 / -0.05
2S+1: 2

---

Computed, not measured: a structure of composition C36H34I2N6SeY, with ωB97M-V/def2-TZVPD.

The geometry in XYZ format:
```
80
Properties=species:S:1:pos:R:3:forces:R:3:lowdin_charge:R:1
Y 0.3838 -0.0796 -0.5160 0.2 0.1 0.0 1.368
N -1.5551 1.2865 -1.2532 -0.1 0.1 0.0 0.013
C -2.8991 0.7339 -1.1879 0.0 -0.1 0.0 -0.257
C -3.8642 1.4248 -0.4737 0.0 0.0 0.0 -0.030
C -5.1722 0.9687 -0.4484 0.0 0.0 0.0 -0.071
C -5.5032 -0.1774 -1.1540 0.0 0.0 0.0 -0.081
C -4.5234 -0.8740 -1.8426 0.0 0.0 0.0 -0.035
C -3.1963 -0.4440 -1.8713 0.1 0.0 0.0 -0.150
C -2.1536 -1.2461 -2.5687 0.0 0.0 0.0 -0.216
C -2.5173 -1.9114 -3.7395 0.0 0.0 0.0 -0.040
C -1.6446 -2.7846 -4.3706 0.0 0.0 0.0 -0.070
C -0.4000 -3.0146 -3.8119 0.0 0.0 0.0 -0.080
C -0.0383 -2.3233 -2.6613 0.1 0.0 0.1 -0.153
C -0.8632 -1.3981 -2.0080 -0.1 -0.1 -0.2 -0.207
H -1.6232 2.2262 -0.8776 0.0 0.0 0.0 0.061
H -1.3169 1.3877 -2.2414 0.1 0.0 0.0 0.117
H -3.5969 2.3357 0.0527 0.0 0.0 0.0 0.114
H -5.9237 1.5106 0.1090 0.0 0.0 0.0 0.111
H -6.5213 -0.5430 -1.1494 0.0 0.0 0.0 0.115
H -4.7826 -1.7968 -2.3442 0.0 0.0 0.0 0.120
H -3.4980 -1.7390 -4.1662 0.0 0.0 0.0 0.112
H -1.9419 -3.2887 -5.2806 0.0 0.0 0.0 0.109
H 0.2834 -3.7219 -4.2642 0.0 0.0 0.0 0.107
H 0.9409 -2.5597 -2.2493 0.0 0.0 0.0 0.050
Se 7.2856 3.9384 -2.4415 0.2 0.1 -0.1 1.190
N 6.8346 2.2303 -2.3918 -0.1 -0.2 0.1 -0.217
C 5.5546 2.1787 -2.1220 0.0 0.1 0.0 -0.336
C 4.8003 0.9413 -1.9947 0.0 0.0 0.0 -0.072
C 5.4083 -0.3015 -2.1911 -0.1 0.0 0.0 0.043
C 4.6430 -1.4347 -2.0758 0.0 0.0 0.0 -0.011
C 3.3006 -1.2936 -1.7436 0.0 -0.1 0.0 -0.195
N 2.7031 -0.1234 -1.5408 -0.1 0.0 0.0 0.021
C 3.4420 0.9970 -1.6820 0.0 0.0 0.0 -0.143
C 2.7607 2.2918 -1.5242 -0.1 0.1 0.0 -0.139
N 1.4334 2.2852 -1.2585 0.1 -0.2 0.1 0.054
C 0.8212 3.4598 -1.1576 0.0 0.1 0.0 -0.127
C 1.4491 4.6900 -1.3008 0.0 0.0 0.0 -0.008
C 2.7993 4.7034 -1.5559 0.0 0.0 0.0 0.036
C 3.4712 3.4872 -1.6721 0.0 0.1 0.0 -0.071
C 4.8967 3.4406 -1.9590 0.1 -0.1 0.0 -0.339
N 5.6466 4.5052 -2.0952 -0.2 0.0 0.1 -0.219
H 6.4621 -0.3351 -2.4329 0.0 0.0 0.0 0.130
H 5.0509 -2.4254 -2.2126 0.0 0.0 0.0 0.116
H 2.7022 -2.1832 -1.6185 0.0 0.0 0.0 -0.005
H -0.2356 3.4492 -0.9380 0.0 0.0 0.0 0.089
H 0.8767 5.6013 -1.2067 0.0 0.0 0.0 0.121
H 3.3549 5.6240 -1.6742 0.0 0.0 0.0 0.129
I 1.8016 -2.2129 1.2989 0.1 0.0 0.1 0.628
I 3.2853 -4.3735 0.3554 0.0 0.0 0.0 0.042
C -1.6680 -3.1572 5.4673 0.0 0.0 0.0 -0.039
C -1.7668 -2.5363 4.1007 0.0 0.0 0.0 -0.250
C -2.8717 -2.7767 3.2874 0.0 0.0 0.0 -0.002
C -2.9565 -2.2278 2.0188 0.0 -0.1 0.0 -0.242
C -4.1232 -2.5329 1.1211 0.0 0.0 0.0 -0.027
C -1.9326 -1.3901 1.5797 0.0 0.0 0.0 -0.010
C -0.8277 -1.1043 2.3756 0.0 0.0 0.0 -0.393
C -0.7500 -1.7217 3.6279 0.0 0.0 0.0 -0.048
N 0.2559 -0.3478 1.8155 0.0 0.0 -0.2 -0.369
C 0.7167 0.8939 2.5074 -0.1 0.1 0.0 -0.642
C -0.2127 2.0282 2.0383 0.0 -0.1 0.1 -0.039
C 2.1521 1.1955 2.0640 -0.1 -0.1 0.0 -0.076
C 0.7045 0.8928 4.0357 0.0 -0.1 -0.1 -0.044
H -2.2981 -4.0418 5.5444 0.0 0.0 0.0 0.079
H -1.9951 -2.4490 6.2317 0.0 0.0 0.0 0.087
H -0.6423 -3.4428 5.7004 0.0 0.0 0.0 0.081
H -3.6622 -3.4300 3.6385 0.0 0.0 0.0 0.120
H -4.8013 -3.2413 1.5940 0.0 0.0 0.0 0.082
H -3.7853 -2.9600 0.1745 0.0 0.0 0.0 0.088
H -4.6792 -1.6241 0.8897 0.0 0.0 0.0 0.066
H -1.9976 -1.0183 0.5606 0.0 0.2 0.0 0.074
H 0.1402 -1.6167 4.2289 0.1 0.1 0.0 0.101
H -0.1018 2.1940 0.9597 0.0 0.0 0.0 0.020
H 0.0227 2.9704 2.5366 0.0 0.0 0.0 0.096
H -1.2533 1.7702 2.2456 0.0 0.0 0.0 0.096
H 2.2815 1.1540 0.9764 0.0 0.0 0.0 0.029
H 2.8460 0.4756 2.4977 0.0 0.0 0.0 0.068
H 2.4453 2.1976 2.3800 0.0 0.0 0.0 0.099
H -0.2954 0.7367 4.4341 0.0 0.0 0.0 0.089
H 1.0603 1.8646 4.3829 0.0 0.0 0.0 0.093
H 1.3741 0.1338 4.4388 0.0 0.0 0.0 0.087
```
Positions in Å, forces in eV/Å.

Calculated values
Energy above the lowest of the compared OMol25 structures with the same formula, charge and spin, kcal per mole: 3.3
Charge: +1
Highest occupied orbital energy, eV: -10.1
Lowest unoccupied orbital energy, eV: -3.72

---

Calculated F_max (Eh/bohr), listed in the same order as above: 0.1081 0.0051